The following is a quantum chemistry calculation of a molecular structure, C20H22MoN4O2S at a distorted geometry, from OMol25.

Results
* HOMO level (spin up / spin down): -13.67 / -14.61 eV
* multiplicity: 3
* total energy: -43829.5927 eV
* lowest unoccupied orbital energy (spin up / spin down): -0.2648 / -0.2906 Eh
* Kohn-Sham gap (spin up / spin down): 6.46 / 6.70 eV
* charge: +2
* expectation value of S²: 2.031
* max |F|: 0.086 Eh/bohr

Element x y z (Å)
Mo -0.784 -1.037 -0.384
O -0.913 -0.676 1.301
C -1.161 0.231 2.212
C -1.136 -0.039 3.582
C -1.496 0.946 4.479
C -1.869 2.213 4.024
C -1.861 2.511 2.680
C -1.503 1.532 1.727
C -1.521 1.788 0.330
N -1.205 0.910 -0.604
C -1.374 1.355 -1.983
C -0.453 0.500 -2.849
N -0.555 -0.869 -2.362
C -0.338 -1.829 -3.239
C -0.336 -3.217 -2.946
C -0.136 -4.194 -3.943
C -0.132 -5.533 -3.619
C -0.356 -5.953 -2.305
C -0.555 -5.028 -1.296
C -0.520 -3.665 -1.599
O -0.638 -2.718 -0.705
H -0.851 -1.030 3.911
H -1.515 0.724 5.533
H -2.192 2.958 4.733
H -2.149 3.494 2.339
H -1.845 2.783 0.018
H -1.152 2.422 -2.107
H -2.423 1.183 -2.271
H 0.590 0.828 -2.718
H -0.719 0.588 -3.908
H -0.140 -1.549 -4.276
H -0.001 -3.880 -4.969
H 0.041 -6.265 -4.391
H -0.362 -7.007 -2.075
H -0.750 -5.335 -0.276
S 2.121 -0.683 -0.262
C 2.188 0.835 0.532
N 2.340 1.937 -0.198
C 2.404 3.273 0.369
C 1.645 3.271 1.691
C 2.208 2.164 2.575
N 2.085 0.907 1.855
H 2.583 1.820 -1.171
H 1.955 3.968 -0.344
H 3.447 3.568 0.525
H 0.587 3.076 1.505
H 1.744 4.236 2.181
H 1.658 2.083 3.514
H 3.261 2.363 2.803
H 2.085 0.044 2.380

Atom charges from the Löwdin analysis, given in e for atoms 1 to 4: number 1, Mo, carries 1.71; number 2, O, carries -0.27; number 3, C, carries -0.28; number 4, C, carries 0.02